No. 1
The following is a quantum chemistry calculation of a molecular structure, C26H38BrIrNOP2, from the OMol25 dataset.

Its expectation value of S² is 8.83. As for the lowest unoccupied orbital energy (alpha / beta): -12.9 / -16.0 eV. Its gap between HOMO and LUMO (alpha / beta) is 6.42 / 5.45 eV. As for the HOMO energy (alpha / beta): -19.33 / -21.48 eV.

```
! RIJCOSX wB97M-V def2-TZVPD def2/J DEFGRID3
* xyz 4 6
C 3.6719 -3.3809 -1.5319
C 2.9937 -2.3410 -2.2009
C 2.4809 -2.6423 -3.4842
C 2.6570 -3.9432 -4.0047
N 3.2781 -4.8973 -3.3164
C 3.7876 -4.6505 -2.1154
C 2.7903 -1.1166 -1.4383
C 3.0316 -0.2239 -0.5960
C 2.8538 0.9184 0.2629
C 2.0334 1.1496 1.4920
C 1.7305 2.5138 1.7824
C 2.2735 3.5454 1.0722
C 3.3570 3.3435 0.2235
C 3.6170 2.0104 -0.1219
Ir -0.0861 1.1784 1.9658
P -0.1665 -0.9921 1.3560
H 1.9303 -1.9044 -4.0583
H 4.0892 -3.1905 -0.5429
H 2.2648 -4.2167 -4.9895
H 4.2886 -5.4574 -1.5710
H 4.4353 1.8005 -0.8082
H 2.1753 0.4057 2.2998
H 3.9697 4.1083 -0.2462
H 0.9626 2.7663 2.5387
C -1.8355 -1.3405 2.1387
C -2.5769 -2.5236 1.5447
H -2.4118 -0.4063 2.0155
H -1.6464 -1.4416 3.2188
H -3.5275 -2.6250 2.0829
H -2.7902 -2.3820 0.4769
H -2.0190 -3.4569 1.6660
C -0.4597 -1.3520 -0.4475
C -0.3597 -2.8112 -0.8697
H 0.2633 -0.7406 -1.0015
H -1.4590 -0.9965 -0.7165
H -0.6808 -2.9358 -1.9124
H 0.6679 -3.1793 -0.7891
H -1.0168 -3.4469 -0.2681
C 1.0553 -2.2945 1.7689
C 0.4214 -3.6521 2.0401
H 1.6289 -1.9636 2.6400
H 1.7865 -2.3450 0.9513
H 1.1365 -4.3676 2.4586
H -0.4134 -3.5513 2.7360
H 0.0374 -4.1141 1.1299
Br 1.5569 5.3457 1.2908
P -1.4193 2.0892 0.2187
C -2.6882 0.9745 -0.5088
C -4.0490 1.5648 -0.7636
H -2.7688 0.1027 0.1513
H -2.2489 0.6388 -1.4580
H -4.7058 0.7373 -1.0416
H -4.4665 2.0486 0.1182
H -4.0446 2.2667 -1.5993
C -2.2772 3.3422 1.2369
C -2.4437 4.7118 0.6180
H -1.7260 3.4038 2.1873
H -3.2531 2.9058 1.4797
H -2.6621 5.4197 1.4226
H -1.5439 5.0616 0.1040
H -3.2989 4.7398 -0.0651
C -0.5055 2.4907 -1.3343
C -1.3935 3.0036 -2.4683
H -0.0030 1.5537 -1.6378
H 0.3000 3.1906 -1.0694
H -0.7446 3.4091 -3.2508
H -1.9826 2.1969 -2.9248
H -2.0702 3.8041 -2.1412
O -1.0458 1.0495 4.8637
C -0.7355 1.0914 3.7404
*
```

Mulliken population analysis, charges in e, atoms 1 to 4:
1 C 0.009
2 C -0.156
3 C -0.168
4 C -0.270


No. 2
The following is a quantum chemistry calculation of 2 unconnected molecules or ions with the total composition C6H10O, from the OMol25 dataset.

As for the lowest unoccupied orbital energy (alpha / beta): 0.5 / 0.8 eV. Its gap between HOMO and LUMO (alpha / beta) is 7.94 / 9.26 eV. As for the HOMO energy (alpha / beta): -7.43 / -8.44 eV. Its energy above the lowest of the compared OMol25 structures with the same formula, charge and spin is 660.84 kJ/mol.

```
! RIJCOSX wB97M-V def2-TZVPD def2/J DEFGRID3
* xyz 0 1
C -0.9884 0.1266 -1.2568
C 0.3607 -0.4768 -1.2417
C 1.6286 2.1221 1.2968
C 0.9452 0.9524 1.6474
C -0.4803 -0.8494 -0.2078
C -0.9246 -2.1086 0.4053
O 0.5279 2.1455 2.2068
H -1.1707 1.1804 -1.0298
H -1.7514 -0.3947 -1.7645
H 0.5042 -1.1878 -1.9768
H 1.1724 0.2467 -1.2027
H 2.5769 2.3365 1.7840
H 1.4211 2.5420 0.2451
H 1.4438 0.1886 2.1691
H -0.6310 -2.0959 1.4576
H -0.3073 -2.9298 -0.0504
H -1.9387 -2.2894 0.3056
*
```

Mulliken population analysis, charges in e, atoms 1 to 4:
1 C -0.689
2 C -0.691
3 C -0.103
4 C -0.225


No. 3
The following is a quantum chemistry calculation of 2 unconnected molecules or ions with the total composition C3H8N2OS, from the OMol25 dataset.

As for the lowest unoccupied orbital energy: 0.8 eV. Its SMILES is C1N=NCO1.CS. Its gap between HOMO and LUMO is 9.66 eV. As for the HOMO energy: -8.86 eV. Its energy above the lowest of the compared OMol25 structures with the same formula, charge and spin is 344.77 kJ/mol.

```
! RIJCOSX wB97M-V def2-TZVPD def2/J DEFGRID3
* xyz 0 1
C 0.9057 -0.3267 0.5894
C 2.7210 0.5304 -0.2965
C -2.6253 -0.6563 -0.3227
N 0.6205 0.2705 -0.6886
N 1.6016 0.7729 -1.1750
O 2.3134 -0.2651 0.7789
S -1.8461 0.7678 0.4720
H 0.4595 0.2715 1.3095
H 0.4554 -1.3355 0.6594
H 3.5350 0.0016 -0.8148
H 3.2557 1.3999 0.1263
H -2.8204 -0.4788 -1.3496
H -1.9084 -1.4663 -0.1687
H -3.5281 -0.8109 0.1510
H -3.1395 1.3250 0.7292
*
```

Mulliken population analysis, charges in e, atoms 1 to 4:
1 C -0.265
2 C -0.195
3 C -0.754
4 N 0.192